Record 1
A structure of composition C25H75N9O10, computed with wB97M-V/def2-TZVPD.

Properties
- Molecular weight: 661.93 g mol⁻¹
- Spin multiplicity: 1
- Energy above the lowest of the compared OMol25 structures with the same formula, charge and spin: 3202.30 kJ/mol
- HOMO: -6.79 eV
- Gap between HOMO and LUMO: 6.093 eV
- Total energy: -2241.4033 hartree

Structure (XYZ):
```
119
Properties=species:S:1:pos:R:3:forces:R:3
H -2.45978 1.02649 -1.29090 1.5 -1.6 -1.2
H -0.55413 -2.10450 2.07400 0.1 0.1 0.0
H -4.10112 1.37909 3.01447 0.5 -0.2 -0.2
H 1.34459 5.70484 0.67991 -0.2 0.0 0.3
H -2.22014 -5.64265 0.59744 0.3 0.5 -0.2
H 2.46839 -0.96060 -2.27051 0.1 -0.3 -0.2
H 1.27893 -0.59350 -1.05995 -0.2 -0.9 -1.0
C 1.21030 6.17703 -0.29328 1.5 0.0 -0.5
H -2.85662 0.67803 2.15220 -5.8 -9.5 -0.9
H 0.32606 0.57767 -3.90213 -0.6 -0.7 0.3
H -1.34380 -5.48824 -1.17486 -0.4 -0.9 -0.1
H 5.11513 -2.54352 -0.96746 -0.3 0.0 -0.4
H 5.56972 -4.82558 -0.46202 -0.2 -0.1 0.0
O -0.92800 2.29220 3.00786 7.1 8.9 6.8
N -3.12059 2.23736 -0.55527 -2.8 1.4 -0.3
H -3.90026 -2.29433 0.33568 0.0 -0.3 0.4
H 3.51886 2.45932 -2.04634 -0.1 0.2 -0.6
H -3.64341 -2.89254 1.93327 0.0 0.9 0.7
H -0.76932 -2.28127 -3.63978 -0.1 0.0 -0.3
H -3.30759 1.55365 0.16423 -0.4 0.2 -0.4
H 3.83556 -3.39448 1.67911 0.7 0.2 0.4
O -1.70652 3.71820 -1.41618 -4.7 -8.5 -6.6
H -1.38633 4.54266 -0.88820 0.2 3.6 1.4
C -2.92341 -4.82852 0.77267 0.5 -0.2 1.4
H 1.03670 7.24516 -0.16261 -0.7 -0.1 0.0
C -3.22706 -2.36397 -1.61213 0.8 1.3 0.6
C -1.97067 -4.76805 -1.70064 1.3 -0.1 0.5
C 0.22480 5.41805 -1.15774 1.0 -0.7 1.0
H -1.48894 -0.27362 -0.63491 0.0 -0.2 -1.7
H -2.67758 1.92071 3.95402 -0.8 0.3 0.3
H 0.59119 3.41872 -0.24253 0.1 0.6 0.2
O 1.30193 0.19427 0.40391 0.6 -0.2 0.7
H -3.73322 -4.97741 0.05844 -0.2 0.4 0.2
H 2.05248 0.53236 0.89784 -2.5 -0.4 0.5
H -1.89745 -0.82725 0.41700 -0.4 -0.6 1.1
H 2.19388 6.15635 -0.76257 0.2 -0.2 0.0
C 4.76529 -2.25108 0.02259 0.3 -1.0 -0.2
N 0.99886 3.33945 2.42036 -1.0 1.6 -0.4
H -3.66867 -0.64385 -3.34761 -0.3 -0.1 -0.7
C 4.22906 -3.54515 0.67384 -0.9 -0.1 -0.6
O -2.25495 -3.51873 0.70126 0.0 -2.4 1.0
C -2.41425 -1.12907 1.32800 0.6 -1.6 2.7
H 3.46486 -0.70934 1.90545 -0.2 -1.6 -1.0
H 3.57505 3.03561 1.95722 0.0 -0.2 0.4
H -4.25801 0.58724 -2.56103 -0.5 0.4 -0.2
N -1.05970 5.43781 -0.55336 1.6 7.0 3.2
C -0.30949 0.80353 -3.04588 -0.4 3.7 1.4
C 3.55035 2.01995 1.56235 0.8 0.2 0.4
H -1.74428 -1.77045 3.34954 -0.1 0.0 0.0
H -4.14025 -2.94903 -1.50311 -0.2 0.3 -0.3
O -1.34284 -0.09125 -2.71513 -5.1 3.9 0.5
H -0.37070 0.66378 1.44460 0.6 0.3 -0.2
H -1.36239 1.66369 2.38875 1.5 -1.9 -0.8
N -1.48483 2.93794 0.62997 2.3 2.1 3.7
H -3.82168 0.30215 1.15031 -1.2 -0.7 -0.5
H -0.50151 -0.90498 -2.86020 1.1 -3.1 -0.4
H 5.69104 -1.89311 0.47308 -0.1 0.4 0.6
C 5.16798 -4.70145 0.54361 1.5 -0.2 1.9
H 1.98645 3.15060 2.32501 -0.8 1.4 -0.5
H -0.74459 1.79504 -3.17119 -0.2 0.2 -0.5
N -4.25338 -0.42272 -2.55432 -0.5 0.6 -0.9
H 0.38322 4.06090 2.07309 1.4 0.8 -0.1
N -0.03542 -1.64215 -3.36957 2.6 -2.6 -1.9
C -3.11811 -2.48047 1.07167 -1.3 0.4 1.5
H -0.00742 3.24273 -1.84646 0.9 0.4 -0.4
H -3.54048 2.28067 -1.47283 -0.6 -0.3 0.5
C -0.17680 -3.18055 -1.54607 0.6 0.5 1.3
C 3.74075 -0.31739 0.92649 1.9 -2.6 -2.4
O 3.77145 -1.25044 -0.14777 1.5 0.6 1.8
H 3.11230 0.52513 0.63786 2.8 -2.6 -1.5
O 2.80782 1.01353 2.34898 6.7 2.4 -1.3
C 0.76472 -2.32967 -2.42403 0.3 -1.0 -0.2
H 0.28195 0.97079 -2.14570 0.4 -0.5 -0.2
C -2.03752 2.99291 -0.49353 -2.7 -0.3 -1.8
N 1.05862 1.38657 3.32366 -4.4 -0.6 3.9
H -2.68081 -5.19122 -2.41106 0.4 -0.1 -0.2
H 3.42626 -4.66850 -0.73148 -0.4 -0.4 -0.3
C 2.47017 2.43980 -1.74975 0.3 1.7 0.4
H 3.47738 0.50332 2.81045 0.1 0.1 0.5
C 1.71127 -1.41488 -1.63137 -1.2 -1.2 -0.7
H 0.33000 -3.77393 -0.78506 0.5 -0.6 -0.1
H 2.17076 -2.05540 -0.87859 -0.7 1.0 -0.6
H -0.77729 -2.53212 -0.90805 0.0 0.6 -0.1
H 3.06756 1.98875 0.58560 0.4 1.0 0.5
H 0.30802 2.01750 0.45518 0.4 -1.0 0.0
C -2.07841 0.02723 -1.50100 -0.8 -1.0 -0.3
H 0.26048 5.92525 -2.12188 -0.3 -0.5 -0.4
H 4.73968 0.09605 1.06540 0.4 -0.5 -0.3
H -3.88919 -0.48994 -0.54173 -0.1 -0.6 0.1
H 2.55067 2.01252 -0.75023 -0.9 -0.3 -0.5
H 6.00843 -4.62778 1.23377 0.5 0.3 -0.1
H -0.92735 5.36251 0.44510 0.1 0.9 0.5
C -3.14187 1.89465 2.96819 -1.4 3.4 3.2
C 0.63196 3.87581 -1.23122 2.2 1.1 -0.9
O 1.99689 3.81305 -1.64152 0.8 -1.5 -0.4
H 4.55254 1.60237 1.46562 -0.1 1.3 0.0
C -3.42454 -0.82421 -1.46934 1.8 -0.8 -0.9
H -2.51692 -4.25802 -0.90718 0.8 -0.4 -2.0
H -0.81859 -0.42930 2.65127 0.1 -0.5 0.3
H 0.66527 0.48215 3.54137 0.0 0.2 0.2
H 4.70199 -5.60356 0.94003 -0.4 -0.1 -0.6
H -1.95892 2.39493 1.33741 0.0 0.5 -0.7
O -2.20843 1.26234 2.17722 3.9 10.4 -2.1
N -3.34091 -0.17206 1.90136 -8.8 -12.3 -3.7
H 2.03166 1.50707 3.08123 -1.1 0.0 1.8
C -1.29132 -1.38738 2.43511 -0.8 0.2 -1.0
N 3.03927 -4.00987 -0.07076 0.5 0.7 -0.4
H -2.55623 -2.69638 -0.81993 -0.6 0.7 -1.1
H 2.87249 -3.19977 -0.65044 -0.9 -0.5 -0.3
O -1.01189 -3.95614 -2.34724 -0.3 -0.1 -1.5
H -0.54211 0.57764 -0.18843 1.1 1.0 0.0
H -3.28157 -5.10502 1.76432 -0.3 0.9 0.4
C 0.29323 2.33971 2.91134 2.1 -0.8 2.0
H 1.37810 -3.01314 -3.01115 0.5 -0.6 0.3
H -2.65900 -2.70165 -2.47896 -0.6 0.8 -0.5
C 0.17922 0.93884 0.54458 -1.7 0.1 0.2
H 1.86264 1.82676 -2.41548 0.2 0.1 0.1
H -3.34289 2.90960 2.62533 0.1 0.3 0.1
H -0.83299 3.66072 0.89978 -0.5 -0.4 -0.5
```
Positions in Å, forces in eV/Å.

Atom charges from the Mulliken analysis, given in e for atoms 1 to 2: -0.710 0.215



Record 2
A cluster of 11 separate species, C25H75N9O11 in total, computed with wB97M-V/def2-TZVPD.

Properties
- Molecular weight: 677.93 g mol⁻¹
- Spin multiplicity: 1
- Energy above the lowest of the compared OMol25 structures with the same formula, charge and spin: 0.00 kJ/mol
- HOMO: -9.00 eV
- Gap between HOMO and LUMO: 9.323 eV
- Total energy: -2317.9878 hartree

Structure (XYZ):
```
120
Properties=species:S:1:pos:R:3:forces:R:3
H -3.26918 -1.35828 -1.27247 0.4 0.2 -0.3
H 3.37659 4.85188 -3.23736 0.2 -0.1 0.2
H 0.64057 0.71908 -1.84286 0.2 -0.1 -0.1
C -0.74970 0.68827 -5.10435 -0.2 -0.5 0.2
H -1.77186 6.13910 1.76746 -0.2 -0.1 0.2
H -3.42751 -4.68436 0.06372 0.3 0.1 -0.2
H -1.47220 -3.57126 -2.37234 0.1 0.3 0.0
H 3.75382 -7.96337 -1.72176 0.0 -0.3 0.2
O -1.00287 3.29370 6.05537 0.3 0.1 0.0
H -0.32221 4.91908 4.04550 0.1 -0.2 -0.1
O 2.35164 -4.05750 0.09435 0.3 0.3 0.2
H -4.10160 -5.84600 1.69639 0.0 -0.1 0.2
O -2.24206 1.58291 3.06014 0.5 -0.3 -0.2
C 3.46673 0.78739 1.44475 -0.4 0.6 0.0
C 3.70025 -1.30494 -2.17514 -0.3 0.1 -0.1
H 0.01164 3.69715 1.81541 0.2 0.0 0.0
C -1.59965 5.06814 1.59259 0.4 -0.2 -0.2
H -1.85519 4.88356 0.53837 0.1 -0.2 0.0
H 1.34248 -2.97168 -3.28891 0.6 -0.2 0.1
O 4.81472 1.06424 1.05219 -0.3 0.0 -0.1
C -2.48322 -0.23618 -3.55593 -1.0 0.2 0.4
C 2.75020 2.05927 1.87038 0.2 0.6 0.1
H 3.14502 2.84913 -1.43844 0.1 -0.4 -0.2
H 5.37466 -0.09133 -2.05590 0.0 0.1 -0.1
H 0.12067 0.56367 -4.45337 0.0 0.0 0.0
H -0.55988 1.07144 1.38748 -0.2 -0.3 0.0
N 3.97279 -1.85381 -0.96896 0.2 0.1 0.4
H -2.29015 2.55348 3.01720 -0.2 -0.1 -0.2
H -2.44756 -3.31173 -3.87323 0.1 0.4 0.3
H 1.51960 -5.93094 0.31660 0.1 0.1 0.1
H -2.44365 2.13997 -2.65726 -0.2 0.1 -0.3
H 2.73541 -7.89823 -0.19914 0.4 -0.2 0.0
O 2.69256 -1.56907 -2.82428 -0.1 -0.1 -0.1
C 3.17799 -6.00580 -1.08426 0.4 0.9 -0.1
C 0.23565 5.36128 3.22043 -0.2 0.9 0.4
N 0.31365 -0.15369 -1.46100 -0.1 -0.3 0.2
H 2.53551 5.08227 -1.65741 0.4 0.0 -0.1
C 1.27034 -3.35899 0.65175 -0.9 0.6 0.0
H -3.20707 -2.26673 0.97513 0.0 -0.3 -0.4
H 1.50074 -2.31108 0.86922 0.5 -0.1 -0.2
N 0.17559 2.00284 4.62559 0.7 0.1 -0.1
C -0.11776 4.78214 1.86018 -0.1 0.6 0.0
C -0.31537 -3.21512 -4.21347 0.2 1.2 0.9
H -1.65930 -4.78589 -3.63932 0.3 0.0 0.3
N -1.74295 2.14268 -3.39650 0.2 0.2 0.6
O 1.17378 2.63948 -1.94599 0.0 -0.2 0.5
O -3.22343 -5.53952 1.93742 0.0 0.2 -0.5
H 3.27820 -2.40995 -0.48879 0.0 -0.2 -0.4
H 2.00390 -7.66871 -1.75958 0.1 0.0 -0.1
H -4.39635 -3.20673 1.88930 0.0 -0.1 -0.1
C 2.51065 3.04295 -2.30213 -0.7 0.4 -0.3
C 2.55532 4.53036 -2.60123 -0.7 0.5 0.2
H 3.06713 2.41822 2.85481 0.1 0.0 -0.1
H -2.77732 -2.90700 2.49146 0.0 -0.4 0.1
H 0.60754 2.47271 7.77249 -0.3 0.3 -0.2
H -1.82226 -4.54428 0.90283 0.0 0.2 -0.4
C -3.34602 -3.15769 1.59220 0.0 0.8 0.4
H -4.01473 0.37601 4.82259 0.0 0.1 0.1
H -3.41547 -0.03566 2.61922 0.3 0.1 -0.3
H -4.30042 4.36786 1.50143 0.2 -0.1 -0.2
H -4.17501 2.11397 4.54800 -0.2 -0.1 0.2
H 2.77507 2.43191 -3.16449 0.4 0.0 0.1
H 4.49348 -4.76021 -0.17530 0.1 0.0 -0.1
C -3.53180 1.02798 2.83362 -0.1 -0.3 0.4
H 4.42438 -6.21043 0.52178 0.1 0.0 0.0
O -2.38375 4.25642 2.43713 -0.6 0.3 -0.3
C 2.92522 -7.49755 -1.19666 -0.5 0.6 -0.3
C -4.36154 1.12804 4.11672 0.1 0.5 -0.3
H 0.99430 1.45232 4.44242 -0.1 0.0 0.0
O -3.68143 0.03875 -2.80668 0.5 0.7 -0.5
O 0.89898 -3.73919 -3.66991 -0.5 0.2 -0.3
N 4.45083 -5.75140 -0.38747 -0.4 -0.3 0.4
H 3.49091 0.04982 2.24904 -0.3 -0.2 -0.1
H 4.73861 -1.50793 -0.41647 0.0 0.0 0.0
H -0.87257 2.01824 -2.88271 0.0 -0.3 -0.3
H -2.81996 1.30925 -4.92911 0.2 0.0 -0.2
H 2.95114 2.84404 1.13405 0.2 0.0 0.1
C -1.98516 1.00589 -4.28566 -0.5 0.4 0.5
H -4.35456 -1.93785 -2.52917 0.0 0.2 -0.3
H -0.30642 -2.12033 -4.08818 0.1 0.0 -0.1
H 0.44467 -3.30873 -0.06559 -0.1 -0.1 0.2
C -1.52243 -3.71275 -3.44883 -0.6 -1.3 -1.1
H 1.61742 1.60542 6.76884 -0.2 -0.1 -0.6
N 0.71574 5.42355 0.84225 0.2 -0.7 0.2
H 1.64668 4.88421 -3.10493 0.0 -0.4 -0.3
H -0.05884 6.42258 3.19633 -0.2 -0.1 0.0
H 4.44519 0.01231 -3.52718 0.0 0.0 0.0
C -0.03352 2.57797 5.83955 -1.0 -0.2 -0.2
H -0.92125 -0.27551 -5.59031 0.2 0.1 -0.3
H 0.87255 6.39984 1.04326 -0.2 0.1 -0.1
H -2.78934 -0.96152 -4.31857 0.6 -0.4 0.1
H 0.61322 1.51570 0.16699 -0.2 0.3 0.2
C -3.76484 4.62717 2.41518 0.5 0.4 0.8
N -0.13591 0.92516 0.48580 0.2 0.2 -0.2
H 0.91033 -3.74968 1.61114 0.1 -0.5 -0.2
C -0.31864 -0.20448 -0.25664 -0.2 -0.3 0.0
H -4.22449 4.14715 3.27751 -0.1 -0.1 -0.1
H -1.78858 -0.58763 -2.79060 0.5 -0.4 -0.5
N 0.85192 2.25280 6.82339 0.7 0.0 0.9
H 0.53936 3.34377 -2.10928 0.2 0.1 -0.1
H -0.36024 -3.33428 -5.29742 -0.1 -0.6 0.0
H 5.14773 1.70896 1.68470 0.2 0.0 -0.1
H 0.33098 5.28491 -0.08183 0.0 0.3 -0.1
C -2.90366 -4.47553 0.99718 -0.3 -0.4 1.0
H -3.80111 5.70576 2.59106 -0.3 0.0 -0.2
N 4.63979 -0.42940 -2.64916 -0.1 -0.2 0.2
H 1.66443 2.00806 1.89754 0.0 -0.5 0.2
H 1.28766 5.45519 3.49657 0.1 -0.8 -0.3
H -3.95380 1.49495 1.94004 -0.4 0.1 0.2
H -4.86036 -0.70831 -1.35851 -0.1 0.0 -0.3
C 1.96508 -5.29853 -0.46739 -0.2 -0.3 0.3
C -4.03201 -1.03449 -1.99509 -0.7 -0.5 1.2
H 0.27595 -1.00318 -1.99390 0.2 0.1 -0.2
H -0.51874 1.45216 -5.84200 -0.1 0.0 0.0
H 2.91440 0.42449 0.57589 0.4 -0.5 0.0
H 3.33717 -5.52331 -2.05506 -0.2 -0.4 -0.2
H -0.49216 2.15502 3.88519 0.0 -0.2 0.3
H 1.19073 -5.12401 -1.22346 0.1 -0.1 -0.1
O -0.96395 -1.18629 0.09511 -0.1 0.2 0.2
H -5.43621 1.00404 3.97870 0.0 -0.1 -0.2
```
Positions in Å, forces in eV/Å.

Atom charges from the Mulliken analysis, given in e for atoms 1 to 2: -0.009 0.366



Question: The lowest molecular weight belongs to which entry?
Answer: C25H75N9O10